1.
ORCA calculation (ωB97M-V/def2-TZVPD) on the molecule C4H4N2O2 at a distorted geometry.

Its structure (SMILES) is [H]/N=C\NOC(=O)C#C. As for the spin multiplicity: 1. Its charge is 0.

```
12
Properties=species:S:1:pos:R:3:forces:R:3
H -0.09420 0.84810 1.89825 1.89 1.98 1.40
N 0.79565 1.40336 2.25730 -2.29 -0.36 0.51
C 1.69396 1.11850 1.45205 -1.55 -3.25 -1.95
N 1.28897 0.10791 0.39239 4.89 1.71 6.22
O 0.03227 -0.25681 0.38715 -1.57 0.16 -0.01
C -0.38340 -0.37951 -0.82517 0.72 -1.03 -7.95
O 0.22307 -0.23639 -1.99868 -1.29 0.30 6.39
C -1.65107 -0.96159 -1.00799 -7.05 -3.64 -3.05
C -2.66030 -1.52830 -1.57606 2.28 3.60 1.82
H 2.78121 1.26408 1.54302 -0.63 0.31 -0.36
H 1.70628 0.23787 -0.42784 1.44 0.39 -4.63
H -3.73245 -1.61722 -2.09442 3.17 -0.18 1.61
```
Forces are in eV/Å.

---

2.
ORCA calculation (ωB97M-V/def2-TZVPD) on a cluster of 3 separate species, C26H48N5O6 in total at a distorted geometry.

As for the spin multiplicity: 1. Its charge is +1.

```
85
Properties=species:S:1:pos:R:3:forces:R:3
C -1.57891 -1.19092 2.54542 1.18 -0.43 -0.96
C -0.66812 -1.29457 1.75306 -1.99 1.06 0.02
C 0.10956 -1.28851 0.51283 1.12 -1.76 0.48
C 1.12562 -2.42906 0.68929 0.79 0.46 2.32
N 2.27548 -2.03333 -0.12385 -1.48 0.68 -1.90
N 3.22569 -2.93580 -0.54593 -0.57 -0.98 2.26
C 2.75903 -3.96193 -1.18936 0.28 -0.24 -0.59
C 3.10110 -5.31969 -0.66363 0.81 0.15 -0.50
C 1.88007 -3.89255 -2.39774 -1.45 -0.34 1.07
C 2.25440 -0.76185 -0.34050 1.55 0.70 -0.94
N 3.36178 -0.30290 -1.06748 -0.38 1.87 1.20
C 4.61094 -0.20769 -0.26824 0.50 -0.98 -0.27
C 3.05789 0.88177 -1.84322 -0.24 0.43 -0.75
C 3.60917 2.25897 -1.53726 0.82 -0.05 0.50
O 2.32993 0.74398 -2.78723 -0.18 -0.27 0.02
C 1.02912 0.00924 0.23010 -2.80 -2.94 0.00
C 0.17954 0.80897 -0.78230 0.77 0.37 0.36
C -1.28860 0.97300 -0.38688 -0.04 1.06 -0.71
C -1.91902 2.01646 -1.35009 -0.45 -0.75 0.22
C -3.33941 2.34632 -0.87047 -0.05 -0.70 -0.18
C -4.36619 1.24033 -1.25400 -0.45 0.81 0.86
C -5.31297 0.88318 -0.07747 0.20 -0.75 0.12
C -5.13678 -0.57408 0.44556 -0.85 0.28 -0.15
C -6.48532 -1.29969 0.70602 0.48 0.41 0.97
C -6.93984 -1.14164 2.19165 0.12 0.29 -0.93
O 1.12441 0.56296 1.51622 1.22 0.26 -0.59
C 2.44535 0.91849 1.90767 0.31 0.98 0.86
C 2.38157 1.75212 3.18174 -0.55 0.46 0.32
C 1.35815 2.90166 3.08093 0.32 0.10 0.02
H -2.42247 -1.17071 3.18723 0.00 0.04 0.33
H -0.51758 -1.61367 -0.31866 -0.12 0.65 -0.14
H 1.50465 -2.32139 1.71859 -0.10 -0.26 -0.06
H 0.77484 -3.45850 0.67229 0.09 0.04 -0.94
H 2.20392 -5.66096 -0.12803 -0.06 0.21 -0.13
H 3.29844 -6.06045 -1.43996 0.10 0.03 0.09
H 3.89269 -5.24777 0.08012 0.10 -0.12 -0.17
H 1.18167 -4.73701 -2.34502 0.09 0.04 -0.19
H 2.44430 -4.02433 -3.32160 0.25 0.23 0.16
H 1.26295 -2.99155 -2.41003 0.34 0.15 -0.30
H 4.65232 0.63953 0.40959 -0.01 0.03 -0.14
H 5.43665 -0.21240 -0.98011 0.01 0.30 0.12
H 4.74402 -1.12039 0.31592 -0.19 0.04 -0.05
H 2.81241 2.98796 -1.38426 -0.24 -0.31 -0.12
H 4.18393 2.61032 -2.39615 -0.10 -0.13 -0.06
H 4.26758 2.31907 -0.66939 -0.08 -0.09 -0.08
H 0.65354 1.79014 -0.90685 -0.22 0.00 -0.06
H 0.21833 0.31857 -1.75880 0.16 0.01 0.11
H -1.42824 1.30451 0.64385 0.21 -0.08 0.01
H -1.87519 0.06564 -0.54514 0.22 -0.14 0.31
H -2.01712 1.50359 -2.31627 0.21 0.38 -0.14
H -1.27137 2.88516 -1.48258 -0.11 0.05 0.14
H -3.32222 2.38810 0.22335 0.04 0.41 -0.09
H -3.71366 3.28801 -1.27271 0.24 0.10 0.15
H -5.00597 1.62572 -2.03788 0.25 -0.03 -0.24
H -3.88879 0.33615 -1.64146 0.07 0.09 0.07
H -6.35938 1.01409 -0.36551 0.11 0.03 -0.13
H -5.14986 1.55483 0.77079 -0.03 0.14 -0.20
H -4.58045 -1.16688 -0.28564 0.22 0.14 0.15
H -4.60510 -0.51269 1.40065 0.32 -0.38 -0.24
H -6.33924 -2.35489 0.47193 -0.39 0.02 -0.12
H -7.26614 -0.85067 0.09116 0.14 -0.34 -0.33
H -6.40385 -0.28542 2.60948 -0.08 -0.15 0.27
H -6.73523 -2.04333 2.76641 -0.04 0.13 0.15
H -8.00095 -0.89312 2.22497 0.00 -0.25 0.24
H 3.07342 0.04754 2.14294 -0.12 -0.12 -0.51
H 2.89966 1.55290 1.13587 0.06 -0.23 -0.05
H 3.35184 2.20731 3.38991 0.17 -0.31 -0.29
H 2.16151 1.11629 4.04395 -0.08 -0.03 -0.11
H 1.27665 3.21643 2.03627 -0.26 -0.01 0.09
H 1.69427 3.78116 3.63441 0.06 -0.13 0.05
H 0.38018 2.64226 3.48423 -0.03 -0.13 -0.30
C -4.24148 -0.15948 -5.79898 -0.03 -0.21 -0.04
N -4.63361 0.67530 -4.63029 -0.02 -0.11 -0.06
O -5.35387 0.17258 -3.79394 -0.13 -0.10 -0.28
O -4.20104 1.80825 -4.59744 0.00 0.02 0.03
H -4.69802 -1.13698 -5.69395 -0.04 0.04 0.06
H -4.59894 0.34293 -6.69287 0.10 0.07 0.01
H -3.15772 -0.23304 -5.79931 -0.01 0.12 -0.06
C 7.27864 1.83180 4.23238 0.06 -0.24 0.04
N 6.39657 2.33983 3.14615 0.09 -0.03 0.07
O 5.87405 1.52123 2.40866 -0.09 -0.05 -0.07
O 6.25519 3.53599 3.06734 -0.08 0.02 -0.05
H 7.30757 0.74980 4.17746 -0.05 0.02 -0.06
H 8.26586 2.25628 4.07548 -0.05 0.11 0.05
H 6.85620 2.16305 5.17657 0.05 0.12 -0.03
```
Forces are in eV/Å.

---

3.
ORCA calculation (ωB97M-V/def2-TZVPD) on a structure of composition C6H8O2 at a distorted geometry.

As for the spin multiplicity: 1. Its charge is 0.

```
16
Properties=species:S:1:pos:R:3:forces:R:3
C -2.04712 -0.88542 0.11335 -1.44 0.75 2.18
C 0.11919 -1.04925 -0.22286 7.51 4.00 0.35
C 2.32840 -1.00376 -0.02649 0.85 2.53 1.16
C 1.84955 0.29547 0.01167 4.29 -0.68 -0.47
C 0.49310 0.27844 -0.15447 -3.04 2.79 -0.37
C -0.28727 1.68567 -0.19094 -1.14 1.54 1.19
H -2.98759 -1.45844 -0.09927 1.14 0.11 0.51
H -2.21151 0.10027 -0.57356 0.88 -2.26 2.28
H -1.86353 -0.81841 1.49875 -0.97 0.61 -4.49
H 3.37699 -1.21856 0.37482 -1.96 -0.85 -1.14
H 2.56917 1.15806 0.00018 -1.19 -0.84 0.31
H -1.34155 1.63934 -0.67474 2.33 0.38 0.07
H 0.32547 2.73202 -0.48097 -1.33 -3.40 0.05
H -0.64594 2.03961 0.85679 0.87 -1.05 -1.20
O -0.92817 -1.66536 -0.27019 -6.55 -3.22 -0.90
O 1.25081 -1.82970 -0.16209 -0.24 -0.41 0.45
```
Forces are in eV/Å.

---

4.
ORCA calculation (ωB97M-V/def2-TZVPD) on a structure of composition C14H39BClNO2Si2 at a distorted geometry.

As for the spin multiplicity: 1. Its charge is 0.

```
60
Properties=species:S:1:pos:R:3:forces:R:3
C -1.84956 -2.90698 -2.27172 0.04 0.08 -0.19
N -0.45020 -3.14491 -1.91050 -0.73 -0.92 0.35
C 0.18966 -4.12929 -2.78822 0.43 0.55 -0.25
B -0.16041 -3.21825 -0.52718 0.46 0.17 0.16
O -1.18032 -3.25775 0.42481 -0.21 0.77 -0.33
Si 1.76209 -3.24776 0.17384 0.06 -0.39 0.08
O 2.63262 -1.90660 -0.32987 -0.25 -0.04 -0.04
Si 2.05539 -0.60261 -1.10595 0.09 0.30 0.17
Cl 2.07870 -0.90504 -3.12802 -0.06 -0.03 -0.24
H -2.21178 -2.00165 -1.78723 -0.02 -0.06 0.07
H -1.91705 -2.75106 -3.34966 0.00 0.01 0.01
H -2.50588 -3.73861 -1.99818 0.02 0.01 0.00
H -0.06568 -3.91317 -3.82672 0.00 0.00 0.01
H 1.27534 -4.05418 -2.71054 -0.01 -0.09 0.09
H -0.11886 -5.15200 -2.55616 -0.03 0.02 -0.04
H -1.38282 -2.41333 0.84937 0.07 -0.31 0.21
H 2.53567 -4.44430 -0.24032 0.02 0.03 0.00
H 1.74905 -3.23388 1.65559 0.01 0.05 0.00
H 2.92335 0.55126 -0.84688 0.04 -0.01 0.03
H 0.66688 -0.30609 -0.68522 0.03 -0.08 -0.08
C -5.84014 0.11866 4.21843 -0.01 -0.03 -0.02
C -5.42349 -1.25400 4.73629 -0.02 0.04 0.02
C -4.13028 -1.23263 5.55002 0.01 -0.01 0.00
C -2.89574 -0.75801 4.78072 -0.01 0.02 0.01
C -2.58064 -1.56571 3.52276 0.04 -0.03 -0.02
C -2.27749 -3.03625 3.79248 -0.01 0.00 -0.06
H -5.09692 0.53661 3.53738 0.00 0.00 0.01
H -6.78473 0.06427 3.67584 0.00 0.00 0.01
H -5.96998 0.82264 5.04340 0.02 0.01 0.00
H -5.32527 -1.94741 3.89630 0.00 -0.01 0.01
H -6.22121 -1.65560 5.36632 -0.01 -0.01 -0.01
H -3.94782 -2.23240 5.95277 0.01 0.00 0.00
H -4.26840 -0.58039 6.41815 -0.01 0.00 0.00
H -2.03173 -0.79734 5.45142 0.01 -0.01 -0.01
H -3.01532 0.29410 4.50851 -0.01 0.00 0.00
H -1.71563 -1.10600 3.03176 0.00 0.00 0.00
H -3.41066 -1.48823 2.81347 0.00 0.02 0.00
H -1.43238 -3.13996 4.47651 -0.01 0.00 0.02
H -2.02471 -3.55656 2.86842 0.02 -0.04 0.03
H -3.13124 -3.55294 4.23336 -0.01 0.03 0.02
C 4.26006 2.14572 -4.39341 0.06 0.04 -0.02
C 4.86137 3.21975 -3.49288 -0.02 -0.04 0.01
C 4.09364 3.41267 -2.18576 0.01 0.02 0.01
C 2.63697 3.84851 -2.35296 -0.01 -0.03 0.00
C 2.44101 5.14608 -3.13552 -0.01 0.02 0.03
C 3.09489 6.35722 -2.47872 0.00 0.00 -0.04
H 3.24858 2.40416 -4.71119 -0.01 -0.01 0.01
H 4.86017 2.00976 -5.29432 0.00 -0.01 0.00
H 4.21093 1.18568 -3.87584 -0.03 0.00 0.00
H 4.91979 4.16497 -4.04022 0.00 0.02 0.03
H 5.89168 2.94937 -3.24733 0.01 0.00 -0.03
H 4.62603 4.13690 -1.56306 -0.02 0.01 0.00
H 4.10840 2.47105 -1.62829 0.02 0.00 0.00
H 2.19318 3.96443 -1.35845 0.00 0.01 0.00
H 2.07157 3.04980 -2.84224 0.01 -0.01 0.00
H 1.36839 5.33037 -3.23837 0.00 0.00 -0.01
H 2.82579 5.02971 -4.15255 0.00 -0.01 0.00
H 2.70745 6.50820 -1.46857 0.02 -0.01 0.01
H 2.90016 7.26666 -3.04862 0.00 0.00 0.01
H 4.17753 6.24228 -2.40728 0.00 0.00 0.01
```
Forces are in eV/Å.

---

5.
ORCA calculation (ωB97M-V/def2-TZVPD) on a structure of composition C22H13Co2N2O6 at a distorted geometry.

As for the spin multiplicity: 1. Its charge is -1.

```
45
Properties=species:S:1:pos:R:3:forces:R:3
C -2.92590 -0.89276 -2.48412 0.48 -0.36 -1.20
C -3.65136 -0.66482 -1.33658 -1.70 0.96 2.52
N -4.25524 -0.37494 -0.36316 1.14 -0.84 -2.07
N -2.46126 -2.15204 -2.80251 -0.32 0.64 0.43
C -1.67507 -2.33447 -3.92808 -0.29 -0.13 0.52
C -1.18659 -3.58327 -4.24175 -0.26 0.28 0.19
C -1.49131 -4.68299 -3.43658 0.04 -0.14 -0.04
C -2.28433 -4.48639 -2.31086 -0.15 0.55 0.09
C -2.76224 -3.23065 -1.99193 0.38 -0.09 -0.51
H -2.73578 -0.08088 -3.18330 0.09 -0.39 0.27
H -1.48902 -1.41937 -4.48965 0.03 -0.42 0.13
H -0.56498 -3.66877 -5.12680 -0.08 -0.09 0.13
H -1.12133 -5.67031 -3.67849 0.02 0.08 -0.01
H -2.56573 -5.28220 -1.62951 0.17 -0.06 -0.22
H -3.37655 -3.02880 -1.11651 0.22 0.05 -0.32
O 2.53460 -1.39159 1.71716 -0.23 -0.07 0.62
C 1.82079 -0.69803 2.29981 0.34 0.30 -1.34
Co 0.81033 0.51706 3.02160 -2.15 0.57 -1.08
C -0.39627 -0.44308 3.76833 -1.47 -1.62 0.96
O -1.17330 -1.08990 4.31891 0.16 0.18 -0.12
C 1.57456 1.38078 4.27222 1.83 1.98 0.28
O 2.33961 2.02964 4.84664 -0.30 -0.35 0.69
C 0.72210 1.77279 1.33143 1.33 -2.45 -0.79
C 2.05016 1.83213 0.71745 0.24 0.77 -1.01
C 3.18625 2.06370 1.51512 0.11 -0.03 0.14
C 4.45214 1.77100 1.05646 0.62 0.21 -0.70
C 4.66746 1.43001 -0.29736 -0.57 -0.09 -0.05
C 3.54895 1.31879 -1.14453 0.29 0.09 0.18
C 2.24714 1.52526 -0.65571 0.61 -0.08 0.74
C -0.41943 1.07757 0.81593 2.58 -1.30 -1.30
C -0.66550 0.04868 0.01969 -0.75 0.34 -0.35
Co -0.87257 2.43431 1.84136 -3.30 1.03 2.07
C -0.25832 3.60320 2.93237 2.00 2.95 2.84
O 0.23919 4.35885 3.66712 -1.09 -1.57 -1.62
C -1.74235 3.42677 0.62328 -0.08 0.90 -1.55
O -2.21633 4.07881 -0.20273 0.50 -0.99 1.30
C -2.29603 1.80555 2.79666 -1.49 -1.00 1.59
O -3.17452 1.43999 3.45956 1.82 0.82 -1.58
H 3.08321 2.40046 2.55121 -0.17 -0.34 -0.48
H 5.29692 1.80945 1.75732 -0.31 0.16 -0.39
H 5.68228 1.27029 -0.68979 -0.54 -0.06 0.26
H 3.68558 1.02522 -2.19772 -0.03 0.25 0.53
H 1.39542 1.39169 -1.32104 0.13 0.02 0.27
H -1.68433 -0.28808 -0.07745 0.02 -0.25 -0.19
H 0.10897 -0.34868 -0.62347 0.14 -0.39 0.17
```
Forces are in eV/Å.

---

6.
ORCA calculation (ωB97M-V/def2-TZVPD) on a structure of composition C3H6IN3O at a distorted geometry.

As for the spin multiplicity: 1. Its charge is 0.

```
14
Properties=species:S:1:pos:R:3:forces:R:3
C 1.30899 0.14945 -0.03523 0.01 -2.03 -2.81
C -1.48695 0.96147 -0.06958 -3.56 -1.97 2.73
C 0.32528 -1.12064 0.01120 -2.03 3.12 -0.29
N 0.76809 1.57561 0.05268 1.55 -1.39 0.42
N -0.41913 1.77401 0.11307 -0.15 1.68 -1.33
N -2.07136 0.53705 -1.12321 0.80 0.34 0.05
O 2.16705 -0.02011 1.02801 -4.07 -0.58 1.79
I -3.79096 -0.61248 -0.85508 0.71 0.62 0.09
H 1.90638 0.05593 -1.07611 -1.36 0.61 2.16
H -1.97968 0.85589 1.00222 0.81 0.02 -1.87
H -0.13663 -1.34355 -0.98059 0.17 0.43 0.89
H -0.48453 -0.99820 0.81743 1.10 -0.15 -1.27
H 0.87520 -1.93930 0.30119 1.60 -1.71 0.63
H 3.01826 0.12486 0.81399 4.44 1.00 -1.21
```
Forces are in eV/Å.

---

Let's list Kohn-Sham gap in order: 9.260 8.300 8.233 10.000 5.441 8.357 eV.
Let's list highest occupied orbital energy in order: -9.8153 -11.9873 -7.5187 -9.5023 -3.7160 -8.9647 eV.